DFT (wB97M-V/def2-TZVPD) results for a cluster of 2 separate species, C4H5Cl2FO3 in total in a non-equilibrium geometry.

Computed properties:
HOMO	-0.3994	hartree
gap between HOMO and LUMO	11.5	eV
relative energy (zero: lowest compared OMol25 entry of this formula, charge and spin)	38.1	kJ/mol
DFT total energy	-38133.625	eV

XYZ file:
```
15
Properties=species:S:1:pos:R:3:nbo_charge:R:1
C 4.91 6.67 2.98 -0.416
Cl 5.94 8.01 2.43 -0.037
Cl 3.37 7.31 3.56 -0.014
H 4.67 5.96 2.12 0.227
H 5.50 6.04 3.68 0.239
C 6.74 5.45 7.69 -0.127
C 6.27 6.19 6.42 0.431
O 5.22 5.40 6.04 -0.514
C 5.17 4.17 6.58 0.987
O 4.35 3.39 6.38 -0.520
O 6.21 4.15 7.52 -0.502
F 7.23 6.17 5.41 -0.359
H 6.32 5.98 8.52 0.197
H 7.85 5.51 7.72 0.220
H 5.90 7.26 6.43 0.187
```

***

DFT (wB97M-V/def2-TZVPD) results for the ion C4H5Cl2N2 with charge +1 in a non-equilibrium geometry.

Computed properties:
HOMO	-0.4951	hartree
gap between HOMO and LUMO	9.6	eV
relative energy (zero: lowest compared OMol25 entry of this formula, charge and spin)	34.1	kJ/mol
DFT total energy	-32246.363	eV
charge	+1

XYZ file:
```
13
Properties=species:S:1:pos:R:3:nbo_charge:R:1
C 0.39 -1.04 0.11 0.234
C -1.73 -0.52 0.14 0.085
C -0.92 0.75 0.11 0.081
C 1.58 1.01 -0.04 -0.437
N -0.87 -1.58 0.11 -0.477
N 0.39 0.29 0.02 -0.282
Cl -3.37 -0.84 -0.08 0.160
Cl -1.47 2.39 0.21 0.149
H 1.32 -1.46 -0.23 0.245
H 1.78 1.49 -1.06 0.253
H 1.64 1.81 0.73 0.260
H 2.40 0.27 -0.06 0.240
H -1.16 -2.59 0.06 0.489
```

***

DFT (wB97M-V/def2-TZVPD) results for the molecule C4H5ClF2 in a non-equilibrium geometry.

Computed properties:
HOMO	-0.3686	hartree
gap between HOMO and LUMO	10.9	eV
relative energy (zero: lowest compared OMol25 entry of this formula, charge and spin)	125.8	kJ/mol
DFT total energy	-22184.643	eV

XYZ file:
```
12
Properties=species:S:1:pos:R:3:nbo_charge:R:1
C 0.69 -1.36 -1.27 -0.425
C 1.09 -0.58 -0.32 -0.112
C -0.96 0.59 1.11 -0.702
C -0.04 0.80 -0.07 0.709
F -0.78 0.80 -1.24 -0.365
F 0.61 1.97 -0.13 -0.327
Cl 2.37 -0.53 0.77 0.060
H 1.08 -2.27 -1.54 0.209
H -0.34 -1.09 -1.75 0.246
H -1.81 1.18 1.13 0.236
H -0.47 0.77 2.10 0.234
H -1.44 -0.29 1.20 0.235
```

***

Question: HOMO of number 3 (C4H5ClF2)?
Answer: -0.3686 hartree